{
  "formula": "C2H5N2O3",
  "method": "ωB97M-V/def2-TZVPD",
  "symbols": ["O", "C", "O", "H", "N", "C", "N", "O", "H", "H", "H", "H"],
  "coordinates": [[1.39107, -1.68087, -0.12025], [0.95659, -1.93165, 1.04626], [-0.04508, -1.42895, 1.58384], [1.43424, -2.73589, 1.62820], [0.24527, 0.48508, -1.37008], [-0.60882, 1.34427, -0.67118], [-0.96810, 0.93921, 0.60660], [-1.01941, 2.39687, -1.15536], [0.64942, 0.82840, -2.20406], [0.69336, -0.34719, -0.90954], [-0.80573, 0.00040, 1.03322], [-1.61060, 1.51213, 1.08027]],
  "mulliken_charge": [-0.788, 0.053, -0.754, 0.379, -0.287, 0.394, -0.275, -0.719, 0.186, 0.344, 0.304, 0.163],
  "energy_ev": -11281.022,
  "de_lowest_kcal_mol": 4.3,
  "charge": -1,
  "homo_lumo_gap_ha": 0.347,
  "spin_multiplicity": 1,
  "e_homo_ev": -5.257
}



{
  "formula": "C2H5N2O4S2",
  "method": "ωB97M-V/def2-TZVPD",
  "symbols": ["H", "N", "C", "C", "S", "O", "O", "N", "S", "O", "O", "H", "H", "H", "H"],
  "coordinates": [[3.48192, -0.72731, 1.01329], [2.49504, -0.33212, 0.96222], [2.13273, -0.22838, -0.36459], [0.65470, 0.34940, -0.88677], [-0.31706, 1.22464, 0.47137], [-1.27967, 2.27535, -0.19431], [0.56421, 2.01526, 1.47252], [-1.21430, -0.01292, 1.38276], [-2.32097, -0.86970, 0.33144], [-3.81813, -0.45940, 0.58844], [-2.08977, -2.41478, 0.54529], [2.93475, -0.61577, -1.15815], [0.07505, -0.61844, -1.27487], [0.79386, 1.03534, -1.84937], [-2.09236, -0.62116, -1.03927]],
  "mulliken_charge": [0.225, -0.473, -0.029, -0.505, 0.944, -0.636, -0.634, -0.347, 0.721, -0.621, -0.596, 0.257, 0.225, 0.325, 0.144],
  "smiles": "[H]/N=C/CS(=O)(=O)N=[S@H](=O)[O-]",
  "energy_ev": -34991.673,
  "de_lowest_kcal_mol": 89.1,
  "charge": -1,
  "homo_lumo_gap_ha": 0.315,
  "spin_multiplicity": 1,
  "e_homo_ev": -5.488
}



{
  "formula": "C2H5N2PS",
  "method": "ωB97M-V/def2-TZVPD",
  "symbols": ["C", "C", "N", "N", "P", "S", "H", "H", "H", "H", "H"],
  "coordinates": [[-0.30606, -1.19545, -0.65349], [-0.82227, -0.52275, 0.50650], [1.45220, 0.58669, -1.16989], [-0.55160, 0.90852, 0.50357], [1.06420, 1.41541, 0.14644], [-0.31539, -2.41984, -1.60423], [-1.91165, -0.65100, 0.56383], [-0.35321, -1.03352, 1.37195], [0.97280, 0.90887, -2.00264], [-0.99813, 1.40587, 1.26052], [1.76912, 0.59721, 1.07745]],
  "mulliken_charge": [0.027, -0.057, -0.502, -0.404, 0.088, -0.250, 0.331, 0.249, 0.251, 0.250, 0.020],
  "energy_ev": -25255.772,
  "de_lowest_kcal_mol": 73.5,
  "charge": 0,
  "homo_lumo_gap_ha": [0.243, 0.284],
  "spin_multiplicity": 1,
  "e_homo_ev": [-7.365, -8.080]
}



{
  "formula": "C2H5N2S",
  "method": "ωB97M-V/def2-TZVPD",
  "symbols": ["H", "N", "C", "N", "C", "S", "H", "H", "H", "H"],
  "coordinates": [[-1.31104, 1.93480, -0.13930], [-0.40893, 1.65664, -0.29103], [0.02594, 0.50468, -0.07649], [-0.74598, -0.70361, 0.46087], [1.39104, 0.13687, -0.44953], [2.02154, -1.42065, -0.48362], [-0.62296, -1.53389, -0.15262], [-1.77387, -0.43220, 0.37762], [-0.62797, -1.14016, 1.28421], [2.05223, 0.99753, -0.53010]],
  "mulliken_charge": [0.246, -0.405, 0.496, -0.347, -0.317, -0.102, 0.366, 0.406, 0.291, 0.366],
  "smiles": "[H]/N=C(\\[NH3+])C=S",
  "energy_ev": -15961.374,
  "de_lowest_kcal_mol": 36.1,
  "charge": 1,
  "homo_lumo_gap_ha": 0.289,
  "spin_multiplicity": 1,
  "e_homo_ev": -14.078
}



{
  "formula": "C2H5N3",
  "method": "ωB97M-V/def2-TZVPD",
  "symbols": ["H", "N", "C", "N", "N", "C", "H", "H", "H", "H"],
  "coordinates": [[0.05952, -0.58143, -2.63558], [-0.01926, 0.36199, -2.32316], [0.17968, 0.26856, -0.92099], [0.34493, -0.85849, -0.04571], [0.01169, -0.85270, 1.38859], [-0.47387, 0.28222, 1.84730], [0.21633, 1.31881, -0.62005], [0.95365, -1.69556, -0.48439], [-0.80648, 1.17106, 0.97674], [-0.46618, 0.58556, 2.81725]],
  "mulliken_charge": [0.205, -0.535, -0.102, -0.086, -0.395, -0.238, 0.395, 0.278, 0.126, 0.353],
  "smiles": "[H]/N=C\\NN=C",
  "energy_ev": -6621.125,
  "de_lowest_kcal_mol": 87.9,
  "charge": 0,
  "homo_lumo_gap_ha": 0.349,
  "spin_multiplicity": 1,
  "e_homo_ev": -9.138
}



{
  "formula": "C2H5N3",
  "method": "ωB97M-V/def2-TZVPD",
  "symbols": ["H", "N", "C", "N", "C", "N", "H", "H", "H", "H"],
  "coordinates": [[-0.94728, -2.90610, 0.06327], [-0.78837, -1.92406, -0.14345], [-0.21105, -1.27590, 0.77812], [-0.00460, 0.06828, 0.70778], [0.26712, 0.65144, -0.39315], [0.29746, 1.98776, -0.48705], [0.10793, -1.68665, 1.74718], [0.52348, 0.10924, -1.30854], [0.66852, 2.44654, -1.29860], [0.08679, 2.52946, 0.33442]],
  "mulliken_charge": [0.225, -0.639, 0.133, -0.656, 0.085, -0.329, 0.368, 0.345, 0.221, 0.247],
  "smiles": "[H]/N=C/N=C/N",
  "energy_ev": -6624.937,
  "de_lowest_kcal_mol": 0.0,
  "charge": 0,
  "homo_lumo_gap_ha": 0.370,
  "spin_multiplicity": 1,
  "e_homo_ev": -9.055
}



{
  "formula": "C2H5N3",
  "method": "ωB97M-V/def2-TZVPD",
  "symbols": ["C", "C", "N", "N", "N", "H", "H", "H", "H", "H"],
  "coordinates": [[1.43191, 0.43368, 1.09331], [-1.49299, -0.46080, -0.74707], [1.90111, -0.05863, 2.07964], [-0.96257, 0.34849, -1.47327], [0.83801, 0.97946, 0.19380], [-1.77901, -1.44318, -0.98184], [-1.89386, -0.02911, 0.26229], [1.53891, -0.77727, 2.74333], [-0.66363, -0.06952, -2.37263], [1.08210, 1.07688, -0.79756]],
  "mulliken_charge": [0.401, -0.577, -0.509, -0.297, -0.441, 0.354, 0.271, 0.278, 0.240, 0.281],
  "energy_ev": -6618.440,
  "s_squared": 2.005,
  "de_lowest_kcal_mol": 39.6,
  "charge": 0,
  "homo_lumo_gap_ha": [0.232, 0.262],
  "spin_multiplicity": 3,
  "e_homo_ev": [-5.333, -9.650]
}



{
  "formula": "C2H5N3O",
  "method": "ωB97M-V/def2-TZVPD",
  "symbols": ["H", "N", "C", "N", "N", "C", "O", "H", "H", "H", "H"],
  "coordinates": [[1.13129, 0.11083, -2.47715], [0.77873, -0.34194, -1.73422], [0.13022, 0.43663, -0.93797], [-0.27988, -0.03755, 0.22589], [0.05028, -1.31778, 0.56419], [-0.61903, 0.76190, 1.30198], [-0.42521, 1.98490, 1.17839], [-0.30752, 1.48491, -0.83782], [1.06616, -1.42279, 0.23837], [-0.60271, -1.93765, 0.11683], [-0.92233, 0.27853, 2.36151]],
  "mulliken_charge": [0.204, -0.679, 0.092, 0.172, -0.661, 0.212, -0.559, 0.369, 0.299, 0.242, 0.309],
  "smiles": "[H]/N=C/N(N)C=O",
  "energy_ev": -8670.734,
  "de_lowest_kcal_mol": 67.1,
  "charge": 0,
  "homo_lumo_gap_ha": 0.386,
  "spin_multiplicity": 1,
  "e_homo_ev": -9.768
}